[1]
C22H22N6NiO5S2 | the ωB97M-V functional and the def2-TZVPD basis

As for the expectation value of S²: 2.01. The HOMO energy (alpha / beta) comes out at -7.7 / -7.7 eV. The spin multiplicity is 3. As for the HOMO-LUMO gap (alpha / beta): 6.007 / 5.730 eV. The calculation puts the maximum force at 1.20 eV/Å. For the total energy, the calculation gives -3860.8533 a.u.

Structure (XYZ):
```
58
Properties=species:S:1:pos:R:3:forces:R:3:nbo_charge:R:1
Ni 0.78975 -0.76895 -1.09839 0.498 -1.090 0.082 1.456
O 2.53624 -1.75018 -1.15066 -0.586 0.524 -0.403 -0.730
N 3.33116 -2.30230 -0.24184 0.443 -0.391 0.756 -0.023
C 4.20672 -1.50357 0.41445 0.098 0.254 0.075 0.016
C 5.09187 -1.98778 1.32956 0.033 0.177 0.014 -0.279
C 5.10535 -3.36469 1.59218 -0.208 -0.283 -0.219 -0.160
C 4.23279 -4.17746 0.92046 0.516 0.371 0.373 -0.240
C 3.30703 -3.66336 -0.01492 -0.785 -0.156 -0.729 0.042
S 2.22686 -4.67385 -0.83443 -0.007 0.135 0.048 -0.287
H 4.15165 -0.45683 0.15232 -0.050 -0.039 -0.078 0.209
H 5.77351 -1.31424 1.82719 -0.040 0.055 -0.027 0.227
H 5.80435 -3.77975 2.30514 -0.008 -0.010 0.015 0.225
H 4.22752 -5.24427 1.08018 -0.101 -0.014 -0.023 0.245
N -0.84022 0.19972 -1.74986 -0.149 0.462 0.171 -0.603
C -1.55570 1.08525 -1.53079 -0.103 0.001 -0.246 0.616
N -2.38817 2.05616 -1.31185 0.121 -0.017 0.056 -0.462
C -2.76525 2.44579 0.05278 -0.299 0.024 0.299 -0.238
C -4.27680 2.63371 0.09584 0.074 -0.077 -0.024 -0.082
O -4.70182 3.54248 -0.90470 0.098 0.044 -0.067 -0.509
C -4.38720 3.08298 -2.20334 0.045 -0.046 0.080 -0.079
C -2.87971 2.93484 -2.37481 -0.228 0.166 -0.174 -0.232
H -2.26990 3.38772 0.30683 0.048 -0.051 -0.053 0.203
H -2.45669 1.67021 0.75279 0.009 -0.012 0.011 0.248
H -4.57423 3.05876 1.05191 0.010 -0.063 0.017 0.223
H -4.77026 1.66332 -0.03768 -0.013 0.024 0.024 0.184
H -4.77364 3.82426 -2.90031 0.009 -0.026 -0.034 0.211
H -4.87420 2.11784 -2.39331 -0.012 0.017 -0.006 0.176
H -2.40637 3.91690 -2.28251 0.057 -0.059 0.026 0.206
H -2.63737 2.51087 -3.34774 0.020 -0.039 0.023 0.227
N 3.31057 3.98425 -4.12683 -0.022 -0.036 0.025 -0.240
C 3.00863 3.49429 -3.13328 0.075 0.074 -0.253 0.247
C 2.62505 2.91157 -1.88488 -0.009 -0.072 0.281 -0.191
C 2.74001 3.63933 -0.69969 -0.077 -0.149 -0.033 -0.086
C 2.33408 3.04339 0.47973 0.118 0.068 -0.041 -0.242
C 1.83809 1.75091 0.44326 -0.032 -0.117 0.184 0.077
N 1.74337 1.04839 -0.68596 -0.170 0.127 -0.313 -0.527
C 2.12751 1.61593 -1.83076 0.123 0.131 0.068 0.091
H 3.13845 4.64419 -0.71735 -0.014 0.012 0.002 0.246
H 2.40991 3.57010 1.41978 -0.040 -0.034 0.024 0.249
H 1.50849 1.25938 1.35067 -0.031 -0.037 -0.016 0.230
H 2.03752 1.01801 -2.73058 0.040 0.066 -0.032 0.225
N -0.23648 -2.56003 -1.28898 0.715 0.021 -0.201 -0.940
C -0.89976 -2.41913 -0.03634 -0.178 -0.115 0.322 0.202
C -2.21986 -2.78929 0.16963 -0.081 0.034 -0.074 -0.282
C -2.81389 -2.56294 1.40619 0.280 0.010 -0.217 -0.150
C -2.07573 -1.97563 2.41847 -0.300 0.192 0.868 -0.307
C -0.76499 -1.57892 2.22677 -0.075 0.005 -0.209 -0.162
C -0.17903 -1.80275 0.99151 0.104 0.221 -0.362 -0.350
S -2.79586 -1.71104 4.07293 0.099 -0.087 -0.379 2.421
O -4.22492 -1.81584 3.85007 -0.066 0.014 -0.054 -1.013
O -2.32575 -0.37557 4.41022 0.053 0.076 0.004 -1.026
O -2.20637 -2.78228 4.85036 0.001 0.075 0.038 -0.994
H 0.55863 -3.23717 -1.24848 -0.185 -0.091 0.056 0.443
H -0.86356 -2.81960 -2.03946 -0.016 0.103 -0.015 0.398
H -2.78225 -3.24455 -0.63872 0.033 -0.033 0.016 0.213
H -3.84225 -2.83075 1.60795 -0.013 -0.016 -0.014 0.255
H -0.24207 -1.10806 3.04824 0.067 0.006 -0.019 0.248
H 0.86518 -1.50977 0.81104 0.108 -0.331 0.357 0.178
```
Positions in Å, forces in eV/Å.

---

[2]
C35H33BrIrN7O3S | the ωB97M-V functional and the def2-TZVPD basis

As for the expectation value of S²: 8.81. The HOMO energy (alpha / beta) comes out at -12.8 / -14.4 eV. The spin multiplicity is 6. Its net charge is +3. As for the HOMO-LUMO gap (alpha / beta): 4.473 / 3.377 eV. The calculation puts the maximum force at 5.40 eV/Å. For the total energy, the calculation gives -5037.9022 a.u.

Structure (XYZ):
```
81
Properties=species:S:1:pos:R:3:forces:R:3:lowdin_charge:R:1
Ir -0.76559 2.76721 2.70427 0.697 -0.630 -0.645 1.010
C -4.26883 0.22011 3.65306 0.082 0.615 -0.038 -0.001
C -2.95402 0.93618 3.56591 -0.164 1.755 -1.179 -0.259
N -2.74817 2.08326 2.96372 -0.481 0.161 1.545 -0.149
N -3.73968 2.99523 2.57803 0.296 -2.810 0.827 0.032
C -3.28031 3.81582 1.71392 -1.792 2.293 -1.900 -0.805
N -4.17365 4.64458 1.06592 -1.510 1.088 -0.452 0.045
S -1.60697 4.13878 1.11985 -0.317 -0.759 0.494 0.566
C -1.71575 0.25408 3.95689 1.199 -0.663 0.499 -0.191
C -1.73130 -0.96644 4.61692 3.697 -1.615 -0.191 0.053
C -0.43778 -1.76859 4.68932 -4.111 1.538 0.486 -0.001
C 0.67359 -1.13230 4.29954 3.018 -0.222 -0.218 -0.080
C 0.63137 0.14048 3.68771 0.470 -0.085 1.064 -0.125
N -0.47503 0.84499 3.57142 -1.479 -1.232 -0.677 -0.089
H -5.07329 0.91769 3.84689 -0.078 0.308 0.159 0.084
H -4.23601 -0.49494 4.48153 -0.274 -0.146 -0.669 0.077
H -4.50147 -0.17120 2.64165 0.193 -0.394 0.739 0.108
H -5.23317 4.93162 1.12178 2.923 -1.717 0.778 0.181
H -3.74788 5.16655 0.32290 0.152 0.288 -0.031 0.045
H -2.50197 -1.44945 5.19402 -0.732 0.356 -0.587 0.110
H -0.52047 -2.79296 5.08317 0.395 0.726 -0.014 0.126
H 1.70773 -1.55803 4.50787 -1.516 0.367 -0.642 0.143
H 1.60026 0.57825 3.38869 -0.839 0.026 0.045 0.123
C -3.25082 -1.95032 -1.95529 -3.652 1.177 0.610 -0.026
O -2.13071 -2.25690 -2.62899 2.135 2.601 -0.756 0.045
C -1.70102 -3.41710 -2.71035 2.045 -4.770 -1.479 -0.203
C -2.44370 -4.60148 -2.62298 -1.145 0.799 -0.462 -0.010
C -1.89531 -5.85005 -2.91121 -2.313 1.034 0.112 -0.639
Br -2.99410 -7.36335 -2.73648 0.670 0.565 -0.199 0.958
C -0.59134 -5.93174 -3.35858 4.183 -2.227 1.818 0.006
C 0.28279 -4.80387 -3.43058 -1.219 -1.492 1.095 -0.007
C -0.29792 -3.52759 -3.14475 -0.180 -1.607 -0.570 -0.136
O 0.42763 -2.49232 -3.36522 -0.456 2.995 1.999 0.151
C 1.75991 -4.97651 -3.41745 -0.668 -1.998 -1.271 -0.184
N 2.39844 -6.14745 -3.82528 0.921 1.193 -0.325 0.223
C 3.74991 -5.80088 -3.99424 -2.541 -0.040 -0.011 -0.141
C 4.91889 -6.54103 -4.48534 0.891 0.428 0.961 0.118
C 6.24346 -5.95226 -4.40656 -4.111 0.145 0.654 0.025
C 6.25407 -4.56644 -4.07071 -1.108 -1.821 -0.230 0.029
C 5.12784 -3.87475 -3.52208 -1.802 0.500 0.943 0.086
C 3.84854 -4.47404 -3.57900 3.252 1.897 0.889 -0.156
N 2.59051 -3.99465 -3.13073 2.935 -3.799 -1.392 0.223
H -3.28845 -2.35765 -0.97308 0.380 -0.315 0.977 0.117
H -4.14767 -2.31882 -2.45136 -0.077 0.053 -0.295 0.122
H -3.29329 -0.87741 -1.94227 -0.193 0.400 0.245 0.118
H -3.53518 -4.44640 -2.61274 0.584 -0.501 0.659 0.138
H -0.14378 -7.01549 -3.14504 -0.561 2.458 -1.406 0.181
H 0.10150 -1.65188 -2.80147 0.859 -0.787 -1.469 0.181
H 4.71126 -7.54811 -4.85967 0.403 0.295 0.134 0.136
H 7.10125 -6.58892 -4.51682 0.356 0.282 -0.668 0.123
H 7.09667 -4.03007 -4.37877 1.434 0.938 0.339 0.112
H 5.24134 -2.91448 -2.92473 0.131 -1.102 -1.317 0.159
H 2.39399 -3.07615 -3.02770 -0.915 3.388 0.483 0.119
C 0.66006 6.12331 5.84410 -2.042 -1.878 -1.321 0.012
C -0.72772 5.97367 5.50231 1.619 0.407 0.064 0.016
C -1.05950 4.86186 4.74301 -1.343 2.049 -0.226 -0.154
N -0.16933 4.02840 4.28390 0.227 -1.958 -0.393 -0.175
C 1.09900 4.05080 4.65013 0.884 0.857 -0.240 -0.130
C 1.52655 5.12104 5.40838 1.001 0.338 0.527 -0.040
H 1.10572 6.92359 6.35805 -0.022 1.149 0.615 0.105
H -1.48882 6.74686 5.61270 0.347 -0.246 0.513 0.124
H -2.04456 4.77990 4.26254 0.246 -0.020 0.664 0.109
H 1.79021 3.33202 4.17284 -0.495 0.414 0.516 0.116
H 2.59036 5.26068 5.61252 -0.307 -0.298 0.019 0.123
C -0.28578 1.45341 -3.90121 0.311 -0.754 1.670 0.006
C 0.29321 1.31466 -2.52039 0.297 -2.546 -0.287 -0.313
O 0.51233 0.15262 -2.06854 -0.512 1.560 -0.489 -0.004
C 0.64195 2.55010 -1.82312 -1.605 -2.101 -0.406 -0.202
C 1.18553 2.46748 -0.57176 1.804 0.549 -0.310 -0.042
C 1.66776 3.65872 -0.05897 -0.098 -0.917 0.736 -0.122
C 1.46999 4.84169 -0.69023 -0.254 2.800 -1.585 -0.054
C 0.71770 4.92258 -1.87966 0.679 -3.609 1.742 -0.022
C 0.29303 3.73139 -2.43072 -0.345 1.439 -0.620 -0.025
H -1.24917 1.86875 -3.83819 -1.481 0.369 -0.022 0.091
H -0.26663 0.53701 -4.40877 -0.265 -1.410 -0.562 0.071
H 0.28302 2.11645 -4.44821 1.288 1.505 -1.260 0.071
H 1.58586 1.52581 -0.21030 -0.613 -0.011 0.224 0.123
H 2.24930 3.59489 0.82112 0.564 0.250 0.868 0.094
H 1.94442 5.79420 -0.40301 -0.217 -0.735 0.446 0.132
H 0.51906 5.69855 -2.49148 -0.280 3.262 -1.055 0.083
H -0.27994 3.81674 -3.37254 0.543 -0.395 0.710 0.133
```
Positions in Å, forces in eV/Å.

---

[3]
C16H8Cl3FNO5S2 | the ωB97M-V functional and the def2-TZVPD basis

The HOMO energy comes out at -4.3 eV. Its net charge is -1. As for the HOMO-LUMO gap: 6.090 eV. The calculation puts the maximum force at 2.54 eV/Å. For the total energy, the calculation gives -3322.2208 a.u.

Structure (XYZ):
```
36
Properties=species:S:1:pos:R:3:forces:R:3:nbo_charge:R:1
F -0.37675 -0.45823 -2.88349 -0.270 0.055 -0.548 -0.335
C -1.13932 -0.44012 -1.75712 -1.153 0.100 -0.312 -0.386
S -2.20486 -1.91826 -1.78651 -0.830 0.412 -0.818 2.109
O -2.12966 -2.48415 -3.12066 0.308 -0.245 0.642 -0.930
O -2.07011 -2.76718 -0.62281 0.037 0.549 -0.520 -0.912
C -3.85037 -1.14119 -1.75887 -0.014 -0.079 0.195 -0.314
C -3.85506 0.23913 -1.77080 -0.073 0.138 0.287 -0.201
C -5.06689 0.94299 -1.78728 0.150 -0.092 0.215 -0.217
C -6.26912 0.23431 -1.78542 0.395 0.476 -0.024 -0.215
C -6.26502 -1.15395 -1.78784 0.428 -0.470 -0.042 -0.198
C -5.05742 -1.85439 -1.78868 0.164 0.107 0.271 -0.192
S -2.21971 1.03550 -1.79877 -0.772 -0.629 -0.818 2.094
O -2.12022 1.88906 -0.63210 0.119 -0.565 -0.557 -0.920
O -2.11556 1.60029 -3.13017 0.215 0.299 0.597 -0.931
H -5.06148 2.03141 -1.75541 0.017 -0.229 -0.079 0.230
H -7.21197 0.77577 -1.77171 0.159 -0.070 -0.028 0.211
H -7.20493 -1.70118 -1.77753 0.172 0.073 -0.036 0.210
H -5.04507 -2.94297 -1.76654 0.024 0.232 -0.049 0.231
Cl 0.39758 -0.30571 -0.33892 0.490 0.066 1.837 -0.003
C 1.74024 -0.27651 1.04291 1.468 -0.308 -1.929 -0.259
Cl 1.54229 -1.80138 1.93775 -0.317 -0.245 0.575 -0.029
C 3.15840 -0.47832 0.44346 -1.273 -0.847 -0.220 0.523
O 3.34675 -1.08388 -0.58869 0.065 0.765 0.846 -0.470
C 4.25086 -0.02321 1.33978 1.201 1.078 0.615 0.100
C 4.04255 0.97495 2.33935 0.975 -0.352 -0.654 -0.089
C 5.18055 1.49490 3.00946 -0.254 -0.539 0.100 -0.178
C 6.43536 0.95317 2.76100 -0.064 -1.248 -1.041 -0.247
C 6.50837 -0.08283 1.77991 -0.149 0.323 0.351 0.030
N 5.45963 -0.52337 1.08422 0.421 0.264 0.394 -0.366
C 2.68581 1.45004 2.53546 -1.881 -0.922 -1.438 -0.055
Cl 2.43470 2.76106 3.60665 -0.069 0.627 0.443 0.003
C 1.60851 0.90449 1.88008 1.292 0.645 1.847 -0.172
H 5.06680 2.26420 3.77178 -0.105 -0.122 -0.274 0.229
H 7.35711 1.22951 3.28949 -0.614 0.133 -0.221 0.219
H 7.45050 -0.59290 1.52129 -0.343 0.458 0.333 0.191
H 0.59754 1.24893 2.06669 0.081 0.161 0.060 0.240
```
Positions in Å, forces in eV/Å.

---

> maximum force of number 2 (C35H33BrIrN7O3S)?

5.40 eV/Å

---

> Among the records above, which one has the lowest maximum force?

C22H22N6NiO5S2